Here is a cluster of 7 separate species, C42H69N7O22PS in total in a non-equilibrium geometry from OMol25. Energies are from ωB97M-V/def2-TZVPD.

```
142
Properties=species:S:1:pos:R:3:mulliken_charge:R:1
C -0.764 5.469 5.560 -0.951
C -0.449 4.411 4.791 0.347
C -1.396 3.156 4.599 -0.770
N -1.050 2.504 3.354 0.398
C -1.451 2.393 2.045 0.169
N -2.528 2.980 1.508 0.208
O -2.671 2.738 0.154 -0.349
C -3.640 1.694 -0.095 -0.652
C -3.168 0.709 -1.234 1.561
C -2.785 -0.660 -0.499 -1.363
C -1.976 1.237 -2.107 -0.872
C -2.025 0.715 -3.610 0.883
C -0.733 1.207 -4.392 -1.465
C -2.147 -0.843 -3.731 -1.208
P -3.813 3.997 2.163 -0.076
C -3.098 5.544 3.011 -0.403
C -4.717 2.932 3.459 -0.453
C -5.991 2.231 2.871 -0.992
N -0.657 1.597 1.223 -0.150
C 0.312 1.190 2.136 -0.824
O 1.266 0.353 1.694 0.259
C 0.577 -0.876 1.248 0.663
C 1.575 -2.081 1.075 -1.042
N 1.480 -3.118 2.103 -0.024
C 1.875 -2.661 3.445 -0.105
C 3.360 -2.976 3.828 -0.019
C 4.403 -2.508 2.733 -0.782
O 3.564 -4.377 4.024 -0.593
N 0.100 1.738 3.355 0.604
C 1.069 1.431 4.416 -0.847
C 2.581 1.677 4.049 0.099
S 2.952 3.331 3.357 -0.286
C 3.527 3.170 1.665 0.452
N 4.017 4.162 0.904 -0.369
N 4.328 3.621 -0.303 -0.446
C 4.020 2.337 -0.249 -0.069
O 3.494 1.995 0.972 0.082
H 0.014 6.255 5.693 0.263
H -1.757 5.652 6.019 0.263
H 0.510 4.456 4.234 0.093
H -2.425 3.532 4.750 0.162
H -1.181 2.513 5.494 0.522
H -3.943 1.123 0.816 0.299
H -4.583 2.190 -0.466 0.228
H -4.036 0.529 -1.940 -0.082
H -2.387 -0.350 0.505 0.170
H -3.752 -1.178 -0.303 0.290
H -2.065 -1.271 -1.081 0.281
H -1.911 2.350 -2.184 0.496
H -1.028 0.825 -1.655 -0.264
H -2.875 1.276 -4.083 0.148
H -0.438 2.248 -4.118 0.367
H 0.115 0.482 -4.298 0.327
H -1.032 1.237 -5.475 0.396
H -2.929 -1.283 -3.074 0.162
H -2.465 -1.070 -4.785 0.411
H -1.129 -1.276 -3.591 0.251
H -3.347 5.510 4.093 0.163
H -2.009 5.566 2.781 0.243
H -3.622 6.404 2.494 0.019
H -5.033 3.591 4.305 0.499
H -4.010 2.165 3.884 0.283
H -6.822 2.963 2.729 0.334
H -5.804 1.645 1.944 0.117
H -6.350 1.507 3.652 0.383
H -0.187 -1.159 2.023 0.359
H 0.052 -0.713 0.272 -0.455
H 2.608 -1.684 0.926 -0.027
H 1.302 -2.569 0.099 0.373
H 0.565 -3.563 2.111 0.240
H 1.235 -3.229 4.175 0.422
H 1.692 -1.569 3.644 -0.319
H 3.593 -2.416 4.770 0.426
H 4.108 -1.460 2.445 -0.119
H 5.455 -2.546 3.088 0.427
H 4.227 -3.145 1.826 0.225
H 3.595 -4.764 3.131 0.400
H 0.981 0.327 4.626 0.249
H 0.886 1.927 5.394 0.521
H 3.149 1.606 5.016 0.665
H 3.004 0.852 3.418 -0.302
H 4.099 1.534 -0.999 0.464
C -2.799 8.606 -0.989 -0.242
C -4.189 8.683 -1.557 -0.347
O -5.004 8.303 -0.449 -0.321
C -4.298 8.562 0.681 0.711
O -4.751 8.516 1.783 -0.554
O -3.009 8.881 0.395 -0.316
H -2.124 9.336 -1.433 0.294
H -2.360 7.610 -1.089 0.213
H -4.461 9.695 -1.865 0.277
H -4.336 8.006 -2.397 0.301
C 8.301 -2.714 0.423 -0.344
C 8.474 -1.524 -0.480 -0.342
O 7.339 -1.613 -1.342 -0.311
C 6.388 -2.326 -0.683 0.638
O 5.260 -2.442 -1.052 -0.523
O 6.885 -2.888 0.449 -0.310
H 8.690 -2.538 1.425 0.317
H 8.760 -3.619 0.018 0.263
H 8.432 -0.576 0.062 0.247
H 9.400 -1.564 -1.051 0.336
C 7.420 -0.694 -5.810 -0.350
C 7.653 -1.847 -4.873 0.029
O 8.988 -2.241 -5.178 -0.334
C 9.615 -1.161 -5.719 0.635
O 10.783 -1.100 -5.930 -0.508
O 8.731 -0.161 -5.985 -0.329
H 6.748 0.056 -5.393 0.301
H 7.035 -1.013 -6.782 0.263
H 7.603 -1.550 -3.823 -0.018
H 6.957 -2.668 -5.042 0.333
C -0.719 -4.671 -0.721 0.118
C -1.572 -5.905 -0.658 -0.334
O -2.896 -5.370 -0.570 -0.352
C -2.866 -4.122 -1.101 0.560
O -3.833 -3.467 -1.333 -0.490
O -1.586 -3.717 -1.334 -0.231
H 0.182 -4.816 -1.314 0.455
H -0.437 -4.306 0.271 -0.317
H -1.496 -6.512 -1.561 0.067
H -1.347 -6.523 0.203 0.511
C 0.284 -10.696 -2.233 -0.339
C 1.016 -9.702 -3.092 -0.298
O 0.679 -8.455 -2.484 -0.296
C 0.348 -8.710 -1.193 0.652
O 0.177 -7.868 -0.365 -0.529
O 0.235 -10.041 -0.966 -0.311
H 0.805 -11.649 -2.158 0.294
H -0.737 -10.876 -2.577 0.262
H 2.100 -9.832 -3.054 0.278
H 0.693 -9.728 -4.131 0.290
C -8.431 1.128 -2.769 -0.405
C -7.351 0.578 -1.879 -0.186
O -6.273 0.357 -2.786 -0.174
C -6.465 1.186 -3.850 0.593
O -5.663 1.372 -4.707 -0.516
O -7.691 1.770 -3.803 -0.348
H -9.077 1.838 -2.255 0.327
H -9.049 0.343 -3.212 0.256
H -7.030 1.295 -1.117 0.112
H -7.643 -0.350 -1.390 0.351
```

## Properties
Net charge ... +1
Energy ... -4419.48093 Ha
HOMO energy ... -0.41224 Eh